A cluster of 7 separate species, C14H42O7 in total at a distorted geometry, computed with the ωB97M-V functional and the def2-TZVPD basis.

XYZ file:
```
63
Properties=species:S:1:pos:R:3:forces:R:3
C 1.43841 3.60056 -1.69384 0.269 -4.923 1.547
C 1.90625 2.79807 -2.92357 -0.390 6.204 1.348
O 3.19650 3.25732 -3.07200 3.674 2.401 -5.023
H 1.44564 4.55938 -1.85824 0.299 5.442 -1.673
H 2.10651 3.55854 -0.74286 -1.256 -0.879 -1.590
H 0.39727 3.39704 -1.57251 -0.835 -0.546 1.061
H 1.30260 2.93023 -3.78230 -0.898 0.406 -0.812
H 2.06161 1.86985 -2.77278 -0.134 -6.901 1.455
H 3.40085 3.57064 -4.07366 -0.772 -1.222 3.704
C 1.11195 -0.61985 -1.22293 4.979 -2.902 2.067
C 1.48131 -0.40813 0.29450 -3.841 0.274 -0.640
O 0.49818 -1.09331 1.07973 -2.322 0.145 -0.468
H 1.20539 -1.70299 -1.54911 -0.667 0.958 0.849
H 2.05191 -0.27575 -1.64033 -0.130 0.804 -0.944
H 0.26765 -0.19998 -1.60570 -2.265 1.468 -0.622
H 1.53038 0.66129 0.53146 -0.164 0.070 -0.129
H 2.25542 -0.87951 0.74894 3.882 -1.019 -0.407
H 0.60065 -1.06353 2.04307 0.580 0.319 0.015
C 3.17355 -4.88086 0.09584 -2.232 1.128 -1.797
C 1.76302 -4.56228 -0.48149 0.707 -2.643 1.065
O 1.05059 -5.78594 -0.63372 1.649 -1.046 -0.063
H 3.80659 -5.25217 -0.67108 0.517 -0.881 -0.517
H 3.06848 -5.50478 0.94363 0.184 -0.506 0.840
H 3.52324 -3.90427 0.28155 0.942 1.095 0.977
H 1.75915 -4.11098 -1.41531 0.590 1.197 -1.843
H 1.23204 -3.95495 0.18078 -0.743 1.238 1.270
H 0.12921 -5.66591 -0.58600 -1.633 0.457 0.079
C -0.76745 0.45895 -4.50087 -3.123 -2.917 5.101
C -1.82536 0.86063 -3.37810 0.261 -2.508 1.348
O -2.80201 1.73217 -3.85297 -0.676 0.922 0.073
H -1.27656 0.05107 -5.30054 -1.126 -1.284 -1.542
H -0.01563 -0.20390 -4.08597 -0.206 -0.526 0.079
H -0.26732 1.20113 -4.84284 3.117 5.467 -2.092
H -1.46085 1.34459 -2.40419 0.505 -1.048 -1.374
H -2.39713 -0.13212 -3.01790 1.532 1.761 -0.687
H -3.19394 2.04702 -3.01848 -0.242 0.115 -0.905
C -3.89846 -1.79471 -0.63406 -1.083 0.185 0.527
C -2.46700 -1.60630 -0.02078 -1.538 -0.793 -0.936
O -2.00108 -0.30670 -0.07096 2.046 2.206 0.398
H -4.30920 -2.83851 -0.61246 0.955 0.539 0.482
H -3.82283 -1.62580 -1.68326 -0.265 0.647 -0.956
H -4.78524 -1.19198 -0.18298 1.946 -0.522 -0.655
H -1.79993 -2.33005 -0.50506 0.054 0.077 0.136
H -2.64003 -1.83589 0.97151 0.301 -1.093 2.384
H -1.11617 -0.15696 0.46577 -2.448 -1.373 -1.355
C -1.41680 -0.98165 3.93843 7.951 -1.769 -5.788
C -0.14527 -0.49615 4.58267 -1.722 -4.510 0.917
O 0.95892 -0.91381 3.75226 3.061 3.745 1.477
H -2.14377 -0.83581 4.45317 -8.829 3.127 6.197
H -1.52166 -2.01042 3.89334 0.726 -2.564 -0.521
H -1.48908 -0.61550 2.95069 -0.494 0.599 -1.127
H -0.32297 -1.07533 5.60427 1.815 1.748 -1.424
H -0.39244 0.49652 4.55847 0.861 2.993 0.797
H 1.76631 -0.15298 3.85274 -3.377 -3.294 -0.276
C -0.58988 2.97991 2.10906 4.794 -3.825 -0.662
C 0.17559 3.81830 2.97768 2.233 3.084 1.379
O -0.73750 4.38900 3.94004 1.515 2.754 1.170
H -0.03263 2.63632 1.16379 -0.597 -0.039 1.763
H -1.39945 3.38369 1.80216 -5.484 3.305 -2.179
H -0.89152 2.28014 2.82219 -0.767 -2.517 0.186
H 0.60074 4.66102 2.31451 0.217 -1.055 1.465
H 0.89876 3.23636 3.65876 -0.224 0.883 -1.724
H -0.23553 5.18999 4.39783 -1.678 -2.659 -1.431
```
Positions in Å, forces in eV/Å.

Output
- Structure (SMILES): CCO.CCO.CCO.CCO.CCO.CCO.CCO
- Energy above the lowest of the compared OMol25 structures with the same formula, charge and spin: 217.8 kcal per mole
- HOMO-LUMO gap: 9.9 eV
- E_HOMO: -9.67 eV
- Electronic energy: -1084.91458 hartree